1.
C33H50ClPSc as an isolated structure. Source: the Open Molecules 2025 dataset; level of theory: ωB97M-V with the def2-TZVPD basis set.

E (eV): -77532.924
Frontier orbital gap (spin up / spin down) (eV): 4.483 / 3.899
Charge: -1
Strongest force on any atom (eV/A): 5.87

XYZ file:
```
86
Properties=species:S:1:pos:R:3:mulliken_charge:R:1
Sc 2.447 0.691 2.395 -0.527
Cl 1.756 -0.507 4.161 -0.478
P -0.503 -0.348 -0.930 -0.891
C -1.773 -1.293 0.539 0.355
H -1.167 -0.953 1.414 0.016
H -2.677 -0.666 0.552 0.207
C 1.390 -0.377 -0.790 1.146
C -1.001 1.364 -0.432 0.445
C 2.202 -1.143 -1.848 -0.402
H 1.624 0.694 -0.841 0.412
C 3.709 -1.114 -1.701 -1.216
H 1.903 -2.174 -1.685 -0.255
H 1.898 -0.927 -2.875 0.392
C 4.102 -1.604 -0.297 -1.219
H 4.171 -1.787 -2.436 0.468
H 4.135 -0.106 -1.861 0.339
C 3.321 -0.808 0.743 -1.109
H 3.880 -2.674 -0.183 0.264
H 5.184 -1.499 -0.143 0.460
C 1.797 -0.910 0.594 0.751
H 3.662 -1.043 1.786 0.291
H 3.574 0.268 0.516 0.499
H 1.387 -1.969 0.665 -0.591
H 1.226 -0.340 1.405 0.963
C -1.092 -0.772 -2.650 0.346
C -2.524 1.586 -0.537 -0.804
H -0.689 1.303 0.624 0.046
C -2.906 2.931 0.128 -0.655
H -2.803 1.591 -1.613 0.176
H -3.142 0.811 -0.044 0.409
C -2.109 4.097 -0.448 -0.954
H -3.979 3.087 -0.056 0.438
H -2.738 2.828 1.221 0.305
C -0.578 3.850 -0.439 -0.474
H -2.437 4.295 -1.486 0.405
H -2.352 5.005 0.129 0.394
C -0.199 2.513 -1.086 -0.961
H -0.114 4.661 -1.017 0.395
H -0.171 3.878 0.589 0.027
H -0.396 2.538 -2.180 0.634
H 0.871 2.372 -0.903 0.278
C -0.730 -2.214 -3.093 -0.139
H -2.185 -0.780 -2.474 0.749
C -1.625 -2.585 -4.317 -0.895
H 0.329 -2.261 -3.432 0.210
H -0.811 -2.946 -2.275 0.009
C -1.440 -1.554 -5.466 -0.719
H -1.353 -3.584 -4.726 0.372
H -2.698 -2.587 -4.019 0.382
C -1.657 -0.088 -5.031 -0.807
H -0.427 -1.653 -5.905 0.306
H -2.151 -1.749 -6.276 0.388
C -0.846 0.268 -3.775 -0.355
H -1.326 0.587 -5.855 0.378
H -2.726 0.102 -4.838 0.311
H 0.238 0.364 -3.980 0.216
H -1.194 1.240 -3.408 0.000
C 2.083 -3.542 -0.123 -0.825
C -2.173 -2.597 0.494 -0.858
H 1.614 -3.925 -1.209 -0.210
C -1.760 -3.600 1.783 -1.081
H -1.777 -3.113 -0.408 -0.384
C -0.510 -3.494 2.706 -0.228
H -2.672 -3.542 2.404 0.413
H -1.807 -4.628 1.429 0.398
C 1.034 -3.878 2.362 -0.181
H -0.537 -2.403 2.881 -0.062
H -0.631 -4.144 3.613 0.455
C 1.479 -4.343 0.947 -0.047
H 1.570 -2.929 2.499 -0.171
H 1.366 -4.452 3.254 0.533
H 2.480 -4.711 1.345 0.057
H 0.920 -5.153 0.428 0.316
C 1.361 2.022 1.408 0.274
C 1.024 2.598 2.481 0.212
C 0.534 3.453 3.521 0.185
C -0.731 3.997 3.336 0.248
C -1.313 4.775 4.348 -0.537
C -0.614 5.011 5.535 -0.441
C 0.693 4.475 5.710 -0.533
C 1.259 3.690 4.736 -0.677
H -1.261 3.778 2.416 -0.108
H -2.318 5.181 4.183 0.376
H -1.063 5.630 6.318 0.354
H 1.216 4.695 6.636 0.379
H 2.246 3.243 4.858 0.412
```



2.
A 14-piece molecular cluster, C46H112O18 overall. Source: the Open Molecules 2025 dataset; level of theory: ωB97M-V with the def2-TZVPD basis set.

E (eV): -86371.982
Frontier orbital gap (eV): 10.195
Charge: 0
Strongest force on any atom (eV/A): 3.39

XYZ file:
```
176
Properties=species:S:1:pos:R:3:mulliken_charge:R:1
O -5.112 4.338 0.091 -0.594
C -4.548 4.453 -0.960 0.900
O -3.221 4.505 -1.044 -0.301
C -2.622 4.500 0.304 1.226
C -2.618 5.781 1.021 -1.506
C -5.186 4.485 -2.319 -1.126
H -1.595 4.190 0.146 -0.070
H -3.074 3.722 0.917 -0.292
H -3.560 6.298 1.117 0.450
H -1.941 6.553 0.723 0.356
H -2.359 5.568 2.031 0.289
H -5.368 3.437 -2.616 0.177
H -4.433 4.887 -2.967 0.282
H -6.083 5.030 -2.113 0.397
O 1.231 2.640 0.643 -0.567
C 1.449 1.453 0.397 0.918
O 0.467 0.540 0.373 0.230
C -0.777 1.034 0.879 0.615
C -1.770 -0.078 0.788 1.440
C 2.785 0.972 -0.166 -1.220
H -1.011 1.924 0.252 -0.419
H -0.652 1.391 1.904 -0.142
H -2.808 0.257 1.119 -1.180
H -1.407 -0.972 1.294 -0.580
H -1.868 -0.345 -0.264 -0.099
H 2.994 1.573 -1.044 0.261
H 2.827 -0.065 -0.405 -0.036
H 3.485 1.266 0.612 0.488
O -2.576 -3.844 -4.525 -0.639
C -2.481 -4.385 -3.436 0.869
O -1.345 -4.875 -2.982 -0.351
C -0.269 -4.921 -3.903 -0.213
C 0.534 -6.169 -3.726 -1.448
C -3.682 -4.504 -2.480 -0.652
H 0.306 -3.998 -3.967 0.127
H -0.710 -4.922 -4.860 0.783
H 0.701 -6.397 -2.686 0.294
H 1.482 -6.106 -4.266 0.311
H -0.029 -6.971 -4.203 0.444
H -3.573 -5.122 -1.594 0.214
H -4.547 -4.863 -3.046 0.464
H -3.883 -3.459 -2.236 -0.066
O -2.348 1.520 -2.292 -0.371
C -2.011 0.678 -3.077 0.739
O -0.816 0.723 -3.650 -0.382
C 0.038 1.813 -3.290 0.533
C 1.382 1.633 -3.882 -1.355
C -2.802 -0.522 -3.379 -0.855
H 0.084 1.789 -2.180 -0.420
H -0.499 2.670 -3.596 0.681
H 1.306 1.773 -4.974 0.396
H 1.763 0.656 -3.635 0.195
H 2.104 2.366 -3.543 0.213
H -3.096 -0.980 -2.469 -0.135
H -2.213 -1.306 -3.862 0.254
H -3.638 -0.368 -4.063 0.460
C 0.245 4.104 4.029 -0.682
C 1.591 3.309 3.990 1.385
C 2.751 4.156 3.326 -1.342
O 2.001 2.954 5.294 -0.591
H -0.589 3.505 4.455 -0.066
H -0.080 4.324 3.026 -0.040
H 0.381 5.025 4.580 0.617
H 1.343 2.400 3.421 -0.594
H 2.895 5.152 3.707 0.379
H 2.503 4.246 2.241 0.084
H 3.719 3.666 3.361 0.400
H 1.948 3.857 5.664 0.417
C 1.670 5.791 -2.994 -1.547
C 1.019 5.796 -1.624 1.753
C 2.104 6.021 -0.556 -1.355
O 0.036 6.874 -1.558 -0.664
H 2.300 6.650 -3.117 0.422
H 0.919 5.711 -3.765 0.384
H 2.392 4.945 -3.001 0.263
H 0.550 4.831 -1.360 -0.443
H 1.801 5.626 0.439 0.089
H 2.442 7.062 -0.496 0.450
H 3.003 5.482 -0.753 0.389
H -0.499 6.649 -0.791 0.208
C 4.167 -2.002 2.227 -0.173
C 5.040 -2.336 3.537 0.220
C 5.722 -1.126 4.245 -1.232
O 4.172 -3.107 4.380 -0.585
H 3.313 -1.468 2.557 -0.414
H 3.944 -2.968 1.815 0.080
H 4.804 -1.394 1.578 0.421
H 5.852 -3.019 3.150 0.329
H 6.601 -0.833 3.695 0.408
H 5.961 -1.369 5.255 0.389
H 5.001 -0.328 4.336 0.197
H 4.604 -3.274 5.231 0.334
C 0.609 -1.157 4.201 0.350
C 0.870 -0.484 5.496 0.576
C 2.399 -0.526 5.855 -1.049
O 0.250 0.870 5.535 -0.720
H 1.245 -0.703 3.426 -0.598
H -0.406 -1.053 3.874 -0.507
H 0.886 -2.205 4.286 0.522
H 0.357 -1.104 6.256 0.168
H 2.433 -0.141 6.888 0.441
H 3.051 0.225 5.268 0.028
H 2.824 -1.538 5.805 0.340
H 1.000 1.528 5.748 0.281
C 3.547 -5.981 -2.321 -0.783
C 4.795 -5.464 -1.669 0.434
C 5.451 -4.266 -2.324 -1.242
O 4.638 -5.245 -0.322 -0.567
H 3.143 -6.783 -1.698 0.364
H 3.842 -6.454 -3.246 0.486
H 2.779 -5.152 -2.424 -0.218
H 5.526 -6.314 -1.664 0.339
H 4.740 -3.383 -2.292 0.100
H 5.628 -4.385 -3.388 0.403
H 6.320 -4.001 -1.807 0.391
H 4.151 -4.385 -0.178 0.219
C 4.554 0.838 -8.790 -1.196
C 4.861 -0.043 -7.597 0.552
C 4.135 0.443 -6.371 -1.228
O 4.581 -1.432 -7.897 -0.568
H 5.100 0.630 -9.742 0.317
H 4.858 1.847 -8.456 0.319
H 3.478 0.840 -8.996 0.288
H 5.954 0.013 -7.365 0.213
H 4.587 1.367 -6.133 0.452
H 4.199 -0.294 -5.549 0.312
H 3.005 0.670 -6.499 0.228
H 3.684 -1.685 -7.691 0.314
C -5.432 0.653 -0.515 -1.547
C -5.757 -0.571 0.327 2.664
C -6.916 -0.394 1.300 -1.398
O -5.988 -1.621 -0.580 -0.693
H -6.154 0.768 -1.312 0.547
H -4.445 0.645 -0.919 0.115
H -5.440 1.561 0.106 0.228
H -4.867 -0.804 0.980 -1.397
H -6.614 0.227 2.150 0.222
H -7.162 -1.408 1.736 0.338
H -7.766 0.076 0.720 0.357
H -5.843 -2.410 0.027 0.398
C -0.111 -3.230 -0.182 -2.005
C 1.052 -3.009 -1.177 1.841
C 0.874 -2.005 -2.251 -0.034
O 2.218 -2.749 -0.418 -0.041
H -0.531 -2.289 0.182 0.654
H 0.387 -3.779 0.603 0.463
H -1.030 -3.778 -0.502 0.311
H 1.154 -4.008 -1.623 -0.769
H 1.665 -2.011 -2.998 0.561
H 0.832 -0.978 -1.877 -0.582
H -0.133 -2.158 -2.667 -0.178
H 2.019 -2.011 0.148 -0.079
C -3.975 -2.304 3.084 -1.037
C -3.258 -3.148 1.978 2.168
C -2.082 -3.952 2.607 -1.693
O -4.087 -3.961 1.146 -0.474
H -4.712 -1.648 2.688 0.213
H -3.222 -1.744 3.689 -0.035
H -4.467 -2.993 3.746 0.578
H -2.860 -2.397 1.253 -0.892
H -2.344 -4.553 3.469 0.434
H -1.200 -3.426 2.837 0.176
H -1.882 -4.623 1.846 0.598
H -4.428 -4.698 1.638 0.291
C -3.149 2.246 5.903 -1.482
C -3.421 1.468 4.636 0.636
C -3.654 2.340 3.383 0.048
O -2.357 0.585 4.426 -0.183
H -2.707 1.654 6.728 0.375
H -4.009 2.776 6.360 0.410
H -2.353 3.012 5.655 0.198
H -4.301 0.806 4.873 0.192
H -3.930 1.754 2.532 -0.404
H -2.726 2.923 3.174 -0.340
H -4.419 3.086 3.498 0.570
H -1.581 0.836 4.942 0.036
```



3.
A 2-piece molecular cluster, C5H11NO overall. Source: the Open Molecules 2025 dataset; level of theory: ωB97M-V with the def2-TZVPD basis set.

E (eV): -8900.143
Frontier orbital gap (eV): 10.443
Charge: 0
Strongest force on any atom (eV/A): 0.48

XYZ file:
```
18
Properties=species:S:1:pos:R:3:nbo_charge:R:1
C -1.842 -1.296 -1.157 -0.597
C -0.137 0.255 -0.532 0.226
C -1.278 -0.514 0.046 -0.480
N 1.017 -0.262 -0.686 -0.521
C 1.020 0.850 2.337 -0.849
C 1.888 0.443 -1.529 0.525
O 1.551 0.988 -2.555 -0.549
H -1.282 -2.227 -1.276 0.221
H -2.904 -1.517 -1.044 0.217
H -1.711 -0.728 -2.085 0.214
H -0.371 1.242 -0.955 0.176
H -0.025 0.668 2.075 0.203
H -2.023 0.165 0.476 0.215
H -0.933 -1.196 0.828 0.230
H 1.078 1.118 3.394 0.214
H 1.602 -0.054 2.144 0.223
H 1.412 1.664 1.722 0.211
H 2.939 0.399 -1.201 0.119
```



4.
A 2-piece molecular cluster, C4H8O3 overall. Source: the Open Molecules 2025 dataset; level of theory: ωB97M-V with the def2-TZVPD basis set.

E (eV): -10418.907
Frontier orbital gap (eV): 10.985
Charge: 0
Strongest force on any atom (eV/A): 0.55

XYZ file:
```
15
Properties=species:S:1:pos:R:3:nbo_charge:R:1
C 2.107 -0.336 1.478 0.294
O 2.133 0.698 0.855 -0.530
C 0.447 -0.128 -1.221 0.444
O 0.812 -1.283 -1.282 -0.563
C -0.593 0.312 -0.211 -0.021
C -1.887 0.689 -0.936 -0.624
O -0.791 -0.717 0.725 -0.715
H 1.986 -1.314 0.980 0.125
H 2.210 -0.353 2.579 0.114
H 0.818 0.633 -1.932 0.133
H -0.196 1.190 0.314 0.205
H -1.726 1.520 -1.633 0.212
H -2.636 0.993 -0.201 0.229
H -2.279 -0.168 -1.494 0.213
H -0.475 -1.526 0.285 0.483
```